Here is C4H2O2Sr as an isolated structure at a distorted geometry from the Open Molecules 2025 dataset. Energies are from the ωB97M-V functional and the def2-TZVPD basis.

Geometry (Å):
Sr  0.192  -1.973  -0.038
O  2.384  0.705  -0.718
O  -1.740  -1.132  0.132
C  -0.825  0.952  0.426
C  -1.947  0.115  0.295
C  1.468  0.051  0.020
C  0.420  0.738  0.548
H  -2.980  0.470  0.395
H  3.029  0.074  -1.059

Results
Orbital gap (spin up / spin down) (eV): 6.93 / 8.01
F_max (Eh/bohr): 0.0517
Net charge: +1
Multiplicity: 2
Calculated total energy (hartree): -334.4253
ΔE to the lowest compared entry with this formula, charge and spin (kcal per mole): 29.26
⟨S²⟩: 0.768
LUMO energy (spin up / spin down) (eV): -4.776 / -5.143

***

Here is C4H2O2Tl as an isolated structure at a distorted geometry from the Open Molecules 2025 dataset. Energies are from the ωB97M-V functional and the def2-TZVPD basis.

Geometry (Å):
Tl  1.660  -0.397  -2.859
O  -2.035  0.613  -0.285
O  0.625  -1.110  -1.300
C  0.401  -0.086  0.814
C  -0.895  0.968  -0.153
C  0.574  -0.073  -0.626
C  0.358  -0.841  1.819
H  -0.075  -1.116  2.774
H  -0.612  2.042  -0.183

Results
Orbital gap (spin up / spin down) (eV): 6.57 / 6.10
F_max (Eh/bohr): 0.1663
Net charge: +2
Multiplicity: 2
Calculated total energy (hartree): -475.5486
ΔE to the lowest compared entry with this formula, charge and spin (kcal per mole): 24.43
⟨S²⟩: 0.822
LUMO energy (spin up / spin down) (eV): -13.176 / -13.373

***

Here is the molecule C4H2O3S at a distorted geometry from the Open Molecules 2025 dataset. Energies are from the ωB97M-V functional and the def2-TZVPD basis.

Geometry (Å):
S  2.402  0.015  -0.016
O  -0.710  0.051  -0.108
O  -0.675  -2.292  -0.154
O  -0.696  2.297  0.072
C  0.032  1.182  -0.118
C  0.017  -1.140  -0.006
C  1.345  -1.217  0.257
C  1.323  1.190  -0.509
H  -1.434  2.291  0.658
H  -1.604  -2.376  -0.077

Results
Orbital gap (spin up / spin down) (eV): 6.75 / 6.80
F_max (Eh/bohr): 0.0393
Net charge: 0
Multiplicity: 1
Calculated total energy (hartree): -777.3145
ΔE to the lowest compared entry with this formula, charge and spin (kcal per mole): 88.94
LUMO energy (spin up / spin down) (eV): -1.242 / -1.326

***

Here is the molecule C4H2OS at a distorted geometry from the Open Molecules 2025 dataset. Energies are from the ωB97M-V functional and the def2-TZVPD basis.

Geometry (Å):
S  1.238  0.071  -0.363
O  2.001  0.238  0.847
C  -1.061  2.495  -0.020
C  -0.103  -2.617  -0.130
C  -0.398  1.547  -0.315
C  0.460  -1.554  -0.262
H  -1.667  3.415  0.262
H  -0.470  -3.594  -0.018

Results
Orbital gap (eV): 9.33
F_max (Eh/bohr): 0.0823
Net charge: 0
Multiplicity: 1
Calculated total energy (hartree): -626.7888
ΔE to the lowest compared entry with this formula, charge and spin (kcal per mole): 91.86
LUMO energy (eV): -0.977

***

Here is C4H2OSn as an isolated structure at a distorted geometry from the Open Molecules 2025 dataset. Energies are from the ωB97M-V functional and the def2-TZVPD basis.

Geometry (Å):
Sn  -1.866  1.723  2.736
O  -1.493  0.789  1.235
C  -0.675  -0.126  0.924
C  0.503  -0.425  -1.448
C  1.561  -0.441  -2.099
C  -0.089  -0.272  -0.284
H  2.441  -0.338  -2.717
H  -0.382  -0.908  1.653

Results
Orbital gap (spin up / spin down) (eV): 5.18 / 5.66
F_max (Eh/bohr): 0.1596
Net charge: +1
Multiplicity: 2
Calculated total energy (hartree): -442.6727
ΔE to the lowest compared entry with this formula, charge and spin (kcal per mole): 3.38
⟨S²⟩: 0.821
LUMO energy (spin up / spin down) (eV): -6.457 / -6.469

***

Here is the molecule C4H2S2 at a distorted geometry from the Open Molecules 2025 dataset. Energies are from the ωB97M-V functional and the def2-TZVPD basis.

Geometry (Å):
S  1.753  2.602  -0.385
S  -1.752  -2.609  0.395
C  -0.247  -0.500  -0.184
C  -0.815  -1.744  -0.676
C  0.250  0.522  0.180
C  0.807  1.747  0.658
H  0.602  2.044  1.654
H  -0.575  -2.085  -1.688

Results
Orbital gap (eV): 7.13
F_max (Eh/bohr): 0.0519
Net charge: 0
Multiplicity: 1
Calculated total energy (hartree): -949.8691
SMILES string: S=CC#CC=S
ΔE to the lowest compared entry with this formula, charge and spin (kcal per mole): 21.92
LUMO energy (eV): -2.130

***

Here is the molecule C4H2S2 at a distorted geometry from the Open Molecules 2025 dataset. Energies are from the ωB97M-V functional and the def2-TZVPD basis.

Geometry (Å):
S  -2.064  0.380  -1.185
S  2.091  0.115  -0.832
C  0.524  0.177  -0.401
C  0.185  -0.421  0.902
C  0.001  -1.067  1.894
C  -0.513  0.818  -1.213
H  -0.074  -1.512  2.836
H  -0.151  1.510  -2.001

Results
Orbital gap (eV): 7.07
F_max (Eh/bohr): 0.0400
Net charge: 0
Multiplicity: 1
Calculated total energy (hartree): -949.8702
SMILES string: C#CC(=S)C=S
ΔE to the lowest compared entry with this formula, charge and spin (kcal per mole): 21.23
LUMO energy (eV): -2.152

***

Here is the molecule C4H2Si at a distorted geometry from the Open Molecules 2025 dataset. Energies are from the ωB97M-V functional and the def2-TZVPD basis.

Geometry (Å):
Si  0.975  -0.723  -0.299
C  -1.410  1.158  0.392
C  -2.357  1.977  0.716
C  -0.337  -1.871  0.320
C  -0.354  0.537  0.053
H  1.339  -0.651  -1.713
H  2.142  -0.427  0.531

Results
Orbital gap (spin up / spin down) (eV): 6.40 / 7.00
F_max (Eh/bohr): 0.0394
Net charge: 0
Multiplicity: 1
Calculated total energy (hartree): -442.6765
ΔE to the lowest compared entry with this formula, charge and spin (kcal per mole): 99.65
LUMO energy (spin up / spin down) (eV): -2.611 / -2.554

***

Here is a 16-piece molecular cluster, C4H30BO23 overall at a distorted geometry from the Open Molecules 2025 dataset. Energies are from the ωB97M-V functional and the def2-TZVPD basis.

Geometry (Å):
O  1.134  -0.133  -21.468
O  6.026  -0.352  -12.218
O  7.004  2.222  -15.949
O  3.596  3.464  -18.219
O  4.371  1.941  -19.760
O  5.958  2.589  -17.926
O  2.841  6.349  -21.095
O  0.970  5.423  -16.876
O  2.366  -1.105  -14.885
O  4.065  1.328  -17.410
O  -0.560  2.490  -19.875
O  4.747  0.491  -15.441
O  5.562  2.725  -13.099
O  5.372  3.726  -22.408
O  7.709  0.263  -19.881
O  5.920  5.796  -17.222
O  1.895  4.288  -19.400
O  8.280  -0.097  -14.612
O  5.985  -1.926  -14.733
O  8.934  3.447  -17.970
O  0.957  3.456  -24.213
O  10.094  2.201  -14.749
O  2.801  2.287  -21.325
C  6.121  2.054  -16.728
C  4.902  1.167  -16.423
C  3.305  2.496  -20.259
C  2.775  3.502  -19.234
B  4.564  2.330  -18.359
H  6.496  -1.189  -12.188
H  5.339  -1.354  -15.177
H  1.448  5.424  -17.721
H  9.900  1.864  -15.633
H  1.913  6.598  -21.044
H  9.897  3.143  -14.792
H  3.110  6.239  -20.177
H  7.526  0.504  -14.614
H  5.468  -2.664  -14.392
H  -0.380  3.420  -20.060
H  9.474  3.764  -17.241
H  6.068  -0.097  -13.144
H  6.749  0.330  -19.949
H  0.340  4.700  -16.964
H  6.045  5.624  -16.282
H  4.831  2.945  -22.234
H  2.824  -0.392  -15.354
H  5.149  2.936  -12.255
H  8.020  1.175  -19.951
H  8.194  2.984  -17.545
H  2.394  -1.853  -15.491
H  1.623  2.804  -23.963
H  4.757  4.468  -22.339
H  -1.291  2.255  -20.456
H  0.470  0.193  -22.083
H  7.890  -0.982  -14.584
H  5.622  4.954  -17.584
H  5.190  1.869  -13.340
H  1.610  0.665  -21.185
H  1.432  4.294  -24.217

Results
Orbital gap (eV): 10.42
F_max (Eh/bohr): 0.0287
Net charge: -1
Multiplicity: 1
Calculated total energy (hartree): -1926.1383
ΔE to the lowest compared entry with this formula, charge and spin (kcal per mole): 39.92
LUMO energy (eV): 1.986

***

Here is a 11-piece molecular cluster, C4H30N2O11 overall at a distorted geometry from the Open Molecules 2025 dataset. Energies are from the ωB97M-V functional and the def2-TZVPD basis.

Geometry (Å):
O  -1.027  -1.785  -3.159
O  -1.190  2.574  -1.055
O  0.748  -0.351  4.264
O  2.909  -0.352  -1.442
O  -3.263  -0.754  -2.663
O  1.489  -3.694  2.824
O  2.676  -2.995  0.524
O  0.564  3.925  0.339
O  -2.594  1.111  2.349
O  -2.496  1.607  -3.163
O  -0.073  2.627  2.978
N  0.585  0.079  -1.345
N  2.047  0.775  -3.236
C  0.555  -0.908  -0.266
C  1.907  0.095  -1.934
C  0.800  -0.160  1.084
C  -0.768  -1.664  -0.095
H  1.555  -1.596  -0.325
H  -2.469  2.020  -2.248
H  -0.100  -0.092  -2.092
H  -1.605  1.756  -3.496
H  3.116  1.044  -3.359
H  -0.941  -2.448  0.626
H  -2.067  0.334  2.673
H  -3.064  0.217  -2.969
H  -0.664  3.212  -0.604
H  -1.170  -1.258  -3.909
H  0.136  4.644  0.544
H  0.912  -4.126  2.194
H  2.961  -2.156  0.972
H  0.562  -1.226  3.931
H  3.322  -3.460  0.004
H  1.655  -0.469  4.770
H  -0.984  -2.137  -1.126
H  -3.545  1.032  2.447
H  -1.526  -0.924  0.095
H  1.573  1.659  -3.121
H  0.693  0.930  1.053
H  -3.363  -0.491  -1.716
H  0.611  2.628  3.524
H  -1.805  -1.607  -2.554
H  2.115  -3.430  2.130
H  -0.182  1.710  2.836
H  0.143  -0.550  1.782
H  0.530  3.455  1.130
H  -1.042  1.671  -0.830
H  1.775  -0.472  1.636

Results
Orbital gap (eV): 9.85
F_max (Eh/bohr): 0.1508
Net charge: 0
Multiplicity: 1
Calculated total energy (hartree): -1107.4730
SMILES string: CC(C)NC(N)=O.O.O.O.O.O.O.O.O.O.O
ΔE to the lowest compared entry with this formula, charge and spin (kcal per mole): 82.20
LUMO energy (eV): 0.161